No. 1
{"formula": "C46H27F15GeN7O4PSTl", "method": "ωB97M-V/def2-TZVPD", "homo_ev": -11.25, "molar_mass_g_mol": 1366.77, "total_charge": 1, "relative_energy_ev": 1.769, "elements": ["Tl", "Ge", "S", "P", "F", "F", "F", "F", "F", "F", "F", "F", "F", "F", "F", "F", "F", "F", "F", "O", "O", "O", "O", "N", "N", "N", "N", "N", "N", "N", "C", "C", "C", "C", "C", "C", "C", "C", "C", "C", "C", "C", "C", "C", "C", "C", "C", "C", "C", "C", "C", "C", "C", "C", "C", "C", "C", "C", "C", "C", "C", "C", "C", "C", "C", "C", "C", "C", "C", "C", "C", "C", "C", "C", "C", "C", "H", "H", "H", "H", "H", "H", "H", "H", "H", "H", "H", "H", "H", "H", "H", "H", "H", "H", "H", "H", "H", "H", "H", "H", "H", "H", "H"], "xyz": [[-0.08023, 0.47715, 0.00147], [-1.12173, -3.45745, -0.25633], [0.43887, -1.96735, 0.07977], [0.88347, 3.12125, -0.16673], [2.76647, -8.12355, 0.51097], [3.14137, -6.24415, -1.43923], [1.26567, -4.28325, -1.78433], [-1.25823, -1.66275, -2.90083], [-2.75353, -4.93555, -5.95123], [-2.88283, -6.75095, -3.91613], [0.57667, -7.98775, 2.12537], [-2.21393, -5.96445, -1.37313], [-3.10323, -3.22705, 4.58817], [-1.93853, -2.37665, -5.44703], [-1.21433, -5.94545, 1.80627], [-1.09633, -3.20885, 2.70197], [-5.69263, -3.46025, 3.76447], [-6.27413, -3.64125, 1.11247], [-4.23263, -3.60665, -0.72343], [-0.20703, 3.51825, 3.13067], [-2.34303, 0.14615, 0.26407], [-1.03513, 5.48955, 3.31567], [-4.45503, 0.47605, -0.23293], [-1.10993, 4.33105, 2.97377], [2.37167, 0.33985, -0.11583], [0.76147, 0.50935, -2.34433], [2.62867, 4.68485, -1.62363], [0.86527, 5.86005, -0.48163], [0.93597, 0.55555, 2.24457], [2.70727, 4.94265, 0.77397], [0.00227, 0.71475, -3.41043], [-4.56513, 4.21145, 1.64137], [1.74147, 6.02365, 0.66597], [-1.67513, -2.91035, -3.15913], [-0.14203, -6.02695, 1.01467], [2.82237, -0.15265, -1.27123], [-4.54343, 2.99155, 0.98387], [1.87967, -7.14855, 0.34977], [-5.01073, -3.53045, 1.50827], [2.95717, 0.56595, 3.48917], [-2.29793, 3.88345, 2.31087], [0.76107, -7.07375, 1.17817], [0.87157, 0.89475, 4.59897], [-2.38443, -3.31385, 2.33757], [2.26817, 0.42445, 2.28757], [-2.15403, -5.09755, -2.39463], [0.47627, 0.57165, -4.70643], [1.65637, 5.76415, -1.69323], [3.47327, 4.86925, -0.45443], [2.06757, -6.19515, -0.64843], [2.04317, 0.15005, -2.49233], [-3.44103, 4.67795, 2.30317], [-2.50443, -5.49955, -3.67453], [2.01207, 3.38505, -1.65103], [-3.39253, 2.20375, 0.98507], [0.03187, -5.06265, 0.04187], [-4.71403, -3.44135, 2.86807], [2.59907, 0.02805, -3.76403], [-3.42053, 0.85935, 0.26907], [-3.38983, -3.32685, 3.29027], [3.93357, -0.99375, -1.30593], [-1.72843, -3.80975, -2.11803], [-2.27113, 2.65615, 1.65457], [2.11777, 3.69025, 1.14307], [0.25747, 0.74965, 3.36517], [1.80727, 0.22915, -4.88243], [-3.97263, -3.51175, 0.58327], [4.56787, -1.30935, -0.11633], [-2.43633, -4.57345, -4.71503], [2.94867, 0.01475, 1.03907], [-2.02193, -3.26785, -4.45603], [2.25137, 0.82045, 4.65407], [4.08167, -0.79895, 1.07527], [-2.65523, -3.41785, 0.98677], [-0.04043, 4.75815, -0.33723], [1.12807, -5.18655, -0.79163], [-3.43623, 5.63765, 2.80067], [2.77177, 0.92895, 5.59327], [2.19337, 6.70465, -1.84403], [-0.70473, 4.71425, -1.20753], [0.99107, 5.59095, -2.54303], [-0.81823, 0.76805, 3.28117], [4.02647, 5.80365, -0.57713], [2.79677, 2.62085, -1.66113], [4.18217, 4.04185, -0.38913], [1.60687, 3.78545, 2.10647], [-1.35583, 2.07815, 1.65397], [-0.65483, 4.92065, 0.54947], [5.41307, -1.97805, -0.11463], [3.63947, -0.22255, -3.88003], [-5.40513, 2.62765, 0.44537], [-5.46043, 4.81065, 1.63067], [1.14517, 6.08235, 1.57987], [2.22177, 0.10605, -5.87193], [2.89677, 2.92915, 1.24257], [4.03087, 0.48305, 3.51147], [-1.02883, 0.97555, -3.21803], [1.41767, 3.28065, -2.56743], [0.27757, 1.05815, 5.48137], [2.29567, 6.95895, 0.54337], [4.27507, -1.43445, -2.22683], [-0.18413, 0.70835, -5.54583], [4.54087, -1.07745, 2.00797]], "lowdin_charge": [0.700, 0.800, 0.432, 1.063, 0.143, 0.123, 0.050, 0.068, 0.146, 0.139, 0.136, 0.104, 0.127, 0.118, 0.111, 0.069, 0.146, 0.139, 0.111, 0.024, -0.164, 0.111, 0.093, -0.343, 0.024, 0.021, -0.147, -0.147, 0.042, -0.144, -0.123, -0.028, -0.157, -0.209, -0.210, -0.246, 0.024, -0.123, -0.126, 0.013, -0.161, -0.128, -0.013, -0.242, -0.228, -0.221, -0.015, -0.172, -0.171, -0.133, -0.230, 0.026, -0.126, -0.301, -0.098, -0.152, -0.116, 0.018, -0.600, -0.131, 0.027, -0.123, 0.014, -0.284, -0.113, -0.014, -0.205, -0.001, -0.119, -0.239, -0.126, -0.013, 0.029, -0.124, -0.280, -0.240, 0.127, 0.123, 0.138, 0.107, 0.134, 0.121, 0.137, 0.086, 0.134, 0.077, 0.038, 0.076, 0.125, 0.117, 0.129, 0.116, 0.130, 0.123, 0.088, 0.119, 0.128, 0.095, 0.122, 0.139, 0.120, 0.120, 0.121]}



No. 2
{"formula": "C3H5ClS", "method": "ωB97M-V/def2-TZVPD", "homo_ev": -8.87, "molar_mass_g_mol": 108.59, "smiles": "C[C@@H](Cl)C=S", "relative_energy_ev": 0.803, "elements": ["Cl", "S", "C", "C", "C", "H", "H", "H", "H", "H"], "xyz": [[-1.65296, -1.26049, -0.44206], [2.17086, -0.85416, -0.45076], [-0.42025, -0.32305, 0.18161], [-0.30432, 1.10677, -0.32294], [0.82699, -1.11980, 0.19300], [0.10763, 1.72618, 0.55171], [-0.53144, -0.08409, 1.30650], [0.78379, -1.96622, 0.90351], [-1.27675, 1.65482, -0.65775], [0.29646, 1.12005, -1.26281]], "nbo_charge": [0.040, 0.161, -0.347, -0.630, -0.335, 0.223, 0.223, 0.200, 0.236, 0.230]}



Values of E, in order: -188846.9403, -26548.1686, all in eV.